Here is C19H42MnN6O9 as an isolated structure from the Open Molecules 2025 dataset. Energies are from ωB97M-V/def2-TZVPD.

Structure (ORCA input):
```
! wB97M-V def2-TZVPD RIJCOSX def2/J DEFGRID3
* xyz 0 6
Mn -0.87 0.74 3.30
C -0.61 -0.01 0.87
O -1.01 -0.80 1.88
O -0.52 1.25 1.34
O -0.44 -0.32 -0.29
C 1.08 4.02 0.52
O 1.94 4.31 1.36
N 0.04 4.79 0.19
C -0.90 4.39 -0.86
C -0.10 6.11 0.72
H 1.02 3.03 0.04
H -1.91 4.73 -0.63
H -0.92 3.32 -0.99
H -0.59 4.86 -1.80
H 0.46 6.85 0.16
H -1.15 6.38 0.81
H 0.26 6.08 1.75
C -3.13 1.79 -1.74
O -3.37 2.89 -2.19
N -4.05 0.86 -1.45
C -3.66 -0.45 -0.94
C -5.43 1.04 -1.80
H -2.12 1.42 -1.48
H -4.36 -0.63 -0.11
H -2.71 -0.38 -0.42
H -3.67 -1.26 -1.67
H -5.58 0.72 -2.83
H -6.04 0.46 -1.11
H -5.73 2.08 -1.71
C 2.18 1.23 2.83
O 1.22 0.97 3.59
N 3.43 1.35 3.20
C 3.85 0.94 4.53
C 4.44 1.80 2.24
H 2.00 1.51 1.79
H 4.51 0.08 4.54
H 2.98 0.74 5.15
H 4.33 1.81 4.99
H 5.22 2.36 2.75
H 4.83 0.95 1.69
H 3.98 2.54 1.58
C -1.11 -0.88 -3.60
O -1.96 -1.50 -4.21
N 0.03 -0.41 -4.13
C 0.87 0.50 -3.37
C 0.40 -0.66 -5.51
H -1.25 -0.62 -2.54
H 0.91 1.48 -3.84
H 1.87 0.05 -3.24
H 0.47 0.60 -2.36
H -0.33 -1.28 -6.01
H 0.43 0.33 -6.00
H 1.43 -1.00 -5.54
C -3.34 -3.27 2.21
O -4.16 -3.44 3.07
N -2.82 -4.23 1.42
C -1.74 -3.93 0.50
C -3.10 -5.61 1.68
H -2.97 -2.27 1.91
H -0.78 -3.93 1.03
H -1.81 -2.93 0.08
H -1.70 -4.72 -0.24
H -4.04 -5.67 2.22
H -3.16 -6.21 0.78
H -2.31 -6.04 2.30
C 2.35 -3.12 -0.49
O 2.41 -4.30 -0.76
N 3.37 -2.42 0.07
C 3.15 -1.10 0.67
C 4.56 -3.13 0.48
H 1.47 -2.49 -0.68
H 3.99 -0.47 0.36
H 3.09 -1.23 1.76
H 2.24 -0.64 0.31
H 4.48 -3.59 1.48
H 4.73 -3.94 -0.22
H 5.41 -2.45 0.54
*
```

**Highest occupied orbital energy (spin up / spin down)**: -8.69 / -8.69 eV
**<S²>**: 8.755
**Orbital gap (spin up / spin down)**: 6.78 / 6.69 eV

***

Here is a 2-piece molecular cluster, C19H42N3OS overall from the Open Molecules 2025 dataset. Energies are from ωB97M-V/def2-TZVPD.

Structure (ORCA input):
```
! wB97M-V def2-TZVPD RIJCOSX def2/J DEFGRID3
* xyz 1 1
C 6.18 -0.66 -0.49
C 4.89 -0.86 -1.29
C 3.70 -0.07 -0.73
C 3.81 1.45 -0.86
C 2.87 2.24 0.08
C 1.89 3.15 -0.67
C 0.68 2.41 -1.23
C -0.32 1.95 -0.16
C -1.69 1.55 -0.75
C -2.06 0.07 -0.68
C -2.21 -0.49 0.75
C -2.42 -2.03 0.76
C -1.41 -2.92 1.49
N -0.06 -3.11 0.84
C 0.83 -1.91 0.85
C 1.11 -1.39 2.24
N 1.33 -2.06 3.28
C -0.17 -3.68 -0.55
C 1.17 -4.08 -1.10
N 1.43 -3.81 -2.29
H 6.22 0.32 0.01
H 6.28 -1.41 0.30
H 7.06 -0.73 -1.13
H 4.63 -1.92 -1.26
H 5.04 -0.61 -2.34
H 3.57 -0.34 0.32
H 2.80 -0.37 -1.29
H 3.57 1.72 -1.89
H 4.84 1.76 -0.67
H 3.46 2.84 0.77
H 2.31 1.54 0.71
H 1.53 3.95 -0.01
H 2.43 3.64 -1.48
H 0.15 3.07 -1.92
H 1.01 1.54 -1.82
H 0.10 1.09 0.37
H -0.44 2.74 0.58
H -2.49 2.13 -0.29
H -1.68 1.83 -1.81
H -1.38 -0.54 -1.29
H -3.05 -0.04 -1.14
H -3.09 -0.02 1.18
H -1.39 -0.18 1.40
H -3.36 -2.24 1.29
H -2.58 -2.38 -0.26
H -1.82 -3.92 1.58
H -1.23 -2.55 2.50
H 0.41 -3.84 1.39
H 0.38 -1.16 0.21
H 1.78 -2.19 0.39
H 1.17 -0.30 2.34
H 1.29 -3.08 3.14
H -0.61 -2.93 -1.20
H -0.82 -4.55 -0.49
H 1.86 -4.61 -0.43
H 2.36 -4.15 -2.57
C -6.24 4.05 1.37
S -5.63 2.37 1.26
O -4.14 2.45 1.25
C -6.13 2.08 -0.44
H -5.97 4.43 2.35
H -5.76 4.65 0.59
H -7.32 4.05 1.25
H -5.66 2.83 -1.09
H -7.22 2.14 -0.51
H -5.80 1.08 -0.72
*
```

**Highest occupied orbital energy**: -11.19 eV
**Orbital gap**: 8.32 eV

***

Here is C19H42O14S5 as an isolated structure from the Open Molecules 2025 dataset. Energies are from ωB97M-V/def2-TZVPD.

Structure (ORCA input):
```
! wB97M-V def2-TZVPD RIJCOSX def2/J DEFGRID3
* xyz 0 1
C 28.26 -16.16 24.02
C 29.19 -17.40 24.30
O 28.86 -17.71 25.64
C 27.67 -17.04 25.92
O 27.07 -17.20 26.96
O 27.24 -16.37 24.93
H 27.84 -16.07 23.01
H 28.76 -15.24 24.30
H 30.25 -17.19 24.45
H 29.03 -18.12 23.49
C 30.88 -19.50 22.29
C 31.53 -18.70 21.25
O 30.45 -17.95 20.78
C 29.44 -17.86 21.73
O 28.54 -17.05 21.63
O 29.69 -18.83 22.65
H 31.54 -19.67 23.14
H 30.74 -20.48 21.84
H 31.86 -19.46 20.54
H 32.45 -18.23 21.59
C 30.49 -20.97 18.96
C 30.38 -22.44 19.03
O 31.64 -22.92 18.57
C 32.16 -21.97 17.78
O 33.20 -22.08 17.06
O 31.50 -20.83 18.00
H 30.85 -20.56 19.91
H 29.63 -20.42 18.58
H 29.62 -22.95 18.44
H 30.13 -22.71 20.06
C 27.25 -19.44 22.17
S 27.87 -20.33 20.71
O 27.76 -21.86 21.00
C 26.45 -19.73 19.59
H 27.58 -19.96 23.06
H 26.16 -19.35 22.14
H 27.59 -18.41 22.30
H 26.33 -18.65 19.50
H 25.48 -20.19 19.80
H 26.61 -20.07 18.57
C 33.47 -18.67 19.10
S 31.95 -18.54 18.06
O 31.66 -17.02 17.89
C 32.59 -19.17 16.40
H 33.16 -18.52 20.13
H 34.18 -17.87 18.88
H 33.97 -19.64 19.06
H 31.74 -19.32 15.74
H 33.26 -20.02 16.53
H 33.12 -18.29 16.03
C 32.04 -19.63 25.41
S 30.84 -20.88 24.95
O 31.34 -22.29 25.51
C 29.69 -20.24 26.25
H 31.43 -18.73 25.55
H 32.64 -19.28 24.57
H 32.64 -19.83 26.30
H 28.85 -20.89 26.51
H 29.36 -19.24 25.98
H 30.20 -20.08 27.20
C 29.01 -22.29 22.62
S 30.62 -22.61 21.69
O 30.88 -21.44 20.71
C 31.76 -22.40 23.19
H 28.22 -22.69 21.98
H 28.84 -21.24 22.83
H 28.97 -22.88 23.53
H 32.10 -21.37 23.35
H 32.60 -23.09 23.12
H 31.25 -22.72 24.10
C 29.74 -16.47 17.95
S 27.92 -16.56 18.43
O 27.61 -18.04 18.85
C 28.05 -15.74 20.08
H 29.63 -16.46 16.86
H 30.29 -17.34 18.31
H 30.24 -15.52 18.13
H 28.14 -14.65 20.13
H 28.71 -16.08 20.88
H 27.09 -16.09 20.44
*
```

**Highest occupied orbital energy**: -7.93 eV
**Orbital gap**: 7.74 eV

***

Let's list largest force on an atom in order: 0.058 0.007 0.248 Eh/bohr.